Arrangement one

15
Properties=species:S:1:pos:R:3:mulliken_charge:R:1 method="wB97M-V/def2-TZVPD" charge=0 e_homo_ev=-9.17 mol_weight_g_mol=222.0
C 0.06 0.64 -0.22 -0.568
C 1.19 0.00 0.20 0.473
C -1.11 0.08 0.52 0.627
C 2.53 0.02 -0.29 -1.081
C -2.33 -0.26 -0.33 -1.460
N 0.79 -1.05 1.07 -0.137
N -0.39 -1.14 1.26 -0.478
I -1.77 1.45 1.95 0.141
H 0.06 1.59 -0.72 0.378
H 2.71 0.01 -1.40 0.298
H 3.04 -0.91 -0.11 0.366
H 3.24 0.86 0.04 0.239
H -2.91 -1.02 0.10 0.473
H -2.15 -0.77 -1.36 0.314
H -2.96 0.51 -0.70 0.413


Arrangement two

15
Properties=species:S:1:pos:R:3:mulliken_charge:R:1 method="wB97M-V/def2-TZVPD" charge=0 e_homo_ev=-8.27 mol_weight_g_mol=222.0
C 1.07 -1.97 -0.48 -0.809
N 1.17 -0.87 0.43 -0.678
I 2.99 0.14 0.24 0.169
N 0.02 0.18 0.23 0.452
C -1.03 0.13 -0.58 -0.175
C -1.79 1.25 -0.25 -0.577
C -1.10 1.96 0.70 -0.741
C 0.01 1.21 1.00 -0.071
H 1.13 -1.82 -1.54 0.367
H 1.86 -2.77 -0.21 0.303
H 0.03 -2.45 -0.28 0.336
H -1.20 -0.74 -1.10 0.389
H -2.70 1.41 -0.71 0.455
H -1.43 2.95 0.94 0.398
H 0.96 1.40 1.61 0.182


Top of the stability list: arrangement one, leading by 0.0303 hartree.


Arrangement one

92
Properties=species:S:1:pos:R:3:mulliken_charge:R:1 method="wB97M-V/def2-TZVPD" charge=-2 e_homo_ev="1.11 / 1.11" mol_weight_g_mol=968.2
Rb -1.01 -0.60 1.40 0.689
N -2.14 2.11 2.64 -0.522
N -1.00 1.94 3.37 0.388
C 0.06 2.74 3.24 0.421
N 1.19 2.42 3.92 -0.474
N -0.05 3.68 2.20 -0.353
N 0.83 4.75 2.42 0.940
O 1.37 4.93 3.51 -0.745
O 0.90 5.49 1.45 -0.640
H -2.94 1.59 3.08 0.206
H -2.34 3.11 2.41 0.238
H -1.18 1.43 4.23 -0.048
H 1.47 1.48 3.80 0.273
H 1.93 3.11 3.85 0.262
C 1.66 -0.65 -4.10 -1.107
As 0.49 0.75 -3.28 0.646
C 1.28 0.49 -1.46 -0.904
C 1.39 2.51 -3.51 0.086
C 2.78 2.60 -3.27 -0.152
C 3.54 3.77 -3.34 -0.874
C 2.87 4.97 -3.67 -0.619
C 1.48 4.95 -3.82 -0.610
C 0.71 3.73 -3.75 -0.065
As -1.19 3.76 -3.27 1.381
C -1.01 4.38 -1.40 -1.572
C -1.63 5.31 -4.39 -1.453
H 2.70 -0.45 -3.75 0.319
H 1.63 -0.58 -5.21 0.331
H 1.40 -1.64 -3.68 0.325
H 2.34 0.57 -1.40 0.315
H 0.84 -0.47 -1.14 0.132
H 0.92 1.34 -0.85 0.313
H 3.31 1.73 -2.96 0.256
H 4.60 3.72 -3.15 0.388
H 3.40 5.90 -3.79 0.358
H 0.93 5.84 -4.05 0.332
H -1.81 5.08 -1.12 0.449
H -0.04 4.76 -1.25 0.670
H -1.21 3.47 -0.80 0.303
H -1.56 6.28 -3.75 0.269
H -2.68 5.21 -4.71 0.374
H -1.00 5.45 -5.25 0.450
N 7.03 -4.85 2.29 -0.489
C 5.74 -4.43 2.28 1.063
C 5.49 -3.03 2.24 -0.647
C 4.22 -2.51 2.05 -0.528
C 3.19 -3.38 1.93 -0.107
C 3.33 -4.76 2.08 -0.415
C 4.61 -5.26 2.25 -0.675
S 1.52 -2.70 1.98 1.211
O 0.75 -3.74 2.64 -0.718
O 1.65 -1.35 2.51 -0.606
N 0.81 -2.44 0.56 -0.114
C 0.24 -3.37 -0.20 0.051
N 0.87 -4.58 -0.28 -0.354
C 0.52 -5.34 -1.31 -0.133
C -0.68 -5.13 -2.05 -0.808
C -1.30 -3.87 -1.76 -0.164
N -0.80 -3.00 -0.95 -0.136
H 7.79 -4.18 2.39 0.179
H 7.33 -5.82 2.36 0.184
H 6.32 -2.34 2.39 0.193
H 4.01 -1.44 1.84 0.408
H 2.42 -5.40 1.99 0.384
H 4.79 -6.34 2.36 0.203
H 1.21 -6.21 -1.46 0.388
H -0.97 -5.72 -2.92 0.320
H -2.25 -3.64 -2.23 0.481
O -3.29 -0.35 3.08 -0.710
N -3.52 -1.37 3.87 0.331
C -3.73 -2.64 3.34 -0.304
C -3.89 -3.74 4.15 -0.737
C -3.87 -3.54 5.56 -0.084
C -3.64 -2.29 6.08 -0.738
C -3.42 -1.18 5.24 0.276
S -2.95 0.36 5.77 -0.498
H -3.82 -2.67 2.24 0.556
H -4.07 -4.74 3.70 0.323
H -4.10 -4.36 6.23 0.334
H -3.52 -2.10 7.14 0.361
N -5.72 -1.71 -1.80 -0.733
C -5.17 -0.78 -2.27 0.094
C -4.50 0.39 -2.82 0.187
C -4.66 1.59 -2.12 -0.367
C -3.78 2.71 -2.32 -0.662
C -2.71 2.53 -3.23 -0.126
C -2.57 1.36 -3.99 -0.434
C -3.48 0.33 -3.84 -0.792
H -5.44 1.62 -1.33 0.304
H -3.86 3.64 -1.79 0.318
H -1.87 1.35 -4.80 0.607
H -3.50 -0.57 -4.44 0.345


Arrangement two

92
Properties=species:S:1:pos:R:3:mulliken_charge:R:1 method="wB97M-V/def2-TZVPD" charge=-2 e_homo_ev=-0.56 mol_weight_g_mol=968.2
Rb -16.18 -11.44 12.65 0.632
N -19.07 -8.51 12.37 -0.824
N -18.13 -7.60 12.85 0.049
C -17.24 -7.84 13.85 0.624
N -16.43 -6.78 14.18 -0.505
N -17.31 -9.08 14.28 -0.288
N -16.65 -9.42 15.46 0.651
O -15.90 -8.65 16.12 -0.719
O -16.78 -10.65 15.79 -0.412
H -19.09 -9.31 12.99 0.368
H -18.83 -8.79 11.41 0.300
H -18.11 -6.71 12.38 0.187
H -16.14 -6.16 13.43 0.267
H -15.79 -7.03 14.94 0.314
C -20.35 -11.62 16.37 -1.210
As -19.21 -13.16 15.85 0.603
C -20.64 -14.45 15.28 -1.070
C -18.84 -13.79 17.73 -0.342
C -19.90 -14.08 18.57 -0.336
C -19.65 -14.66 19.82 -0.637
C -18.35 -14.85 20.28 -0.588
C -17.28 -14.40 19.48 -0.211
C -17.51 -13.95 18.20 0.299
As -16.13 -14.13 16.77 0.600
C -14.79 -12.71 17.31 -0.907
C -15.32 -15.72 17.56 -1.435
H -21.10 -12.01 17.09 0.390
H -20.89 -11.22 15.48 0.365
H -19.69 -10.84 16.72 0.278
H -21.52 -13.85 15.00 0.328
H -20.87 -15.15 16.10 0.363
H -20.21 -14.95 14.47 0.268
H -20.92 -13.85 18.17 0.185
H -20.48 -14.99 20.45 0.335
H -18.17 -15.40 21.19 0.373
H -16.28 -14.50 19.90 0.375
H -14.11 -13.00 18.14 0.351
H -15.36 -11.80 17.59 0.265
H -14.24 -12.44 16.42 0.264
H -16.05 -16.45 17.72 0.376
H -14.73 -15.40 18.40 0.391
H -14.60 -15.92 16.77 0.455
N -11.79 -8.86 5.59 -0.622
C -12.64 -8.64 6.69 1.145
C -13.80 -7.83 6.50 -0.567
C -14.76 -7.73 7.49 -0.400
C -14.53 -8.34 8.74 -0.385
C -13.37 -9.10 8.95 -0.657
C -12.46 -9.30 7.91 -0.852
S -15.72 -8.15 10.07 1.364
O -16.71 -7.16 9.67 -0.798
O -15.01 -7.85 11.29 -0.768
N -16.31 -9.67 10.24 0.309
C -17.34 -10.17 9.61 -0.150
N -17.61 -9.91 8.29 -0.515
C -18.71 -10.35 7.71 -0.208
C -19.56 -11.21 8.38 -0.592
C -19.26 -11.50 9.70 -0.286
N -18.17 -11.04 10.29 0.077
H -11.81 -8.05 4.95 0.237
H -10.81 -9.14 5.84 0.252
H -13.97 -7.28 5.56 0.183
H -15.69 -7.22 7.30 0.441
H -13.08 -9.39 9.98 0.465
H -11.64 -9.97 8.04 0.355
H -18.87 -9.99 6.66 0.347
H -20.48 -11.57 7.89 0.279
H -19.92 -12.10 10.33 0.423
O -16.48 -14.37 12.29 -0.518
N -16.47 -15.09 11.21 0.265
C -17.40 -16.07 11.05 -0.385
C -17.31 -16.95 9.98 -0.692
C -16.27 -16.80 9.02 -0.139
C -15.37 -15.76 9.14 -0.798
C -15.49 -14.85 10.21 0.036
S -14.52 -13.53 10.44 -0.229
H -18.15 -16.08 11.81 0.453
H -18.00 -17.79 9.92 0.334
H -16.16 -17.48 8.19 0.343
H -14.58 -15.58 8.41 0.369
N -7.93 -12.11 14.49 -0.681
C -9.08 -11.91 14.31 0.021
C -10.48 -11.80 14.14 0.537
C -11.16 -12.83 13.45 -0.455
C -12.51 -12.63 13.11 -0.454
C -13.10 -11.47 13.57 0.161
C -12.48 -10.47 14.24 -0.884
C -11.11 -10.64 14.46 -0.240
H -10.60 -13.76 13.23 0.288
H -12.96 -13.40 12.47 0.214
H -12.95 -9.55 14.55 0.341
H -10.56 -9.83 14.97 0.265


Top of the stability list: arrangement two, leading by 0.0914 hartree.


Arrangement one

25
Properties=species:S:1:pos:R:3:mulliken_charge:R:1 method="wB97M-V/def2-TZVPD" charge=+1 e_homo_ev=-11.44 mol_weight_g_mol=187.2
N 1.84 -3.08 -1.62 -0.405
C 1.11 -2.56 -2.33 0.362
C 0.14 -1.71 -2.95 -0.565
N -0.93 -1.30 -2.07 0.016
C -2.27 -1.44 -2.12 0.026
N -2.89 -0.72 -1.23 -0.714
C -1.94 -0.22 -0.39 -0.024
C -0.64 -0.65 -0.89 0.314
C 0.52 -0.25 -0.33 -0.694
C 0.51 0.52 0.96 0.149
N 1.78 1.17 1.20 -0.043
C -0.29 -0.01 2.15 -1.055
C -0.93 1.09 1.35 0.159
C -2.04 0.73 0.56 -0.743
H 0.51 -0.79 -3.18 0.377
H -0.40 -2.35 -3.74 0.301
H -2.78 -2.12 -2.84 0.329
H 1.47 -0.49 -0.71 0.469
H 1.87 1.69 2.03 0.346
H 1.96 1.65 0.41 0.379
H 2.41 0.39 1.35 0.406
H 0.09 0.34 3.05 0.331
H -0.69 -0.96 2.00 0.366
H -0.95 2.10 1.88 0.415
H -2.89 1.35 0.63 0.498


Arrangement two

25
Properties=species:S:1:pos:R:3:mulliken_charge:R:1 method="wB97M-V/def2-TZVPD" charge=+1 e_homo_ev="-11.90 / -11.90" mol_weight_g_mol=187.2
H -3.44 1.69 -1.40 0.271
N -3.21 1.53 -0.43 -0.629
C -2.26 0.73 -0.23 0.542
C -1.94 0.39 1.15 -0.954
C -0.68 0.36 1.56 -0.323
C 0.35 0.76 0.67 0.743
N 0.78 1.94 0.39 -0.632
C 1.90 2.01 -0.41 -0.482
N 2.35 0.47 -0.56 -0.160
C 1.22 -0.28 0.03 0.115
C 1.34 -1.64 0.33 -0.483
C 0.23 -2.47 0.55 -0.807
C -0.96 -2.14 0.03 -0.130
N -1.04 -1.27 -0.97 -0.333
C -1.41 -0.10 -1.26 0.003
H -2.71 0.20 1.73 0.598
H -0.22 0.09 2.58 0.385
H 1.93 2.31 -1.46 0.337
H 2.78 2.39 0.22 0.378
H 2.57 0.35 -1.52 0.374
H 3.32 0.42 -0.26 0.373
H 2.24 -2.20 0.32 0.508
H 0.23 -3.33 1.09 0.588
H -1.96 -2.71 0.10 0.389
H -1.39 0.48 -2.27 0.328


Top of the stability list: arrangement one, leading by 0.0742 hartree.


Arrangement one

11
Properties=species:S:1:pos:R:3:mulliken_charge:R:1 method="wB97M-V/def2-TZVPD" charge=0 e_homo_ev=-10.22 mol_weight_g_mol=109.1
C -0.44 0.25 0.19 -0.979
C 1.28 -0.77 -0.01 0.537
N 2.13 0.52 0.10 0.880
O 2.67 0.59 1.17 -0.527
O 2.19 1.30 -0.78 -0.532
O 1.18 -1.50 -1.18 -0.480
F 1.54 -1.50 1.07 -0.240
H -0.04 1.16 0.73 0.317
H -0.76 0.37 -0.76 0.340
H -1.13 -0.18 0.93 0.332
H 0.99 -2.46 -0.97 0.351


Arrangement two

11
Properties=species:S:1:pos:R:3:mulliken_charge:R:1 method="wB97M-V/def2-TZVPD" charge=0 e_homo_ev=-10.65 mol_weight_g_mol=109.1
C -0.51 -0.42 0.58 -0.883
C 0.77 0.32 0.39 0.742
O 1.85 -0.07 0.20 -0.503
F 0.56 1.72 0.43 -0.259
H -0.75 -0.48 1.70 0.319
H -1.35 0.21 0.15 0.290
H -0.37 -1.38 0.20 0.298
O -0.30 1.43 -2.98 -0.372
N 0.42 0.72 -2.41 0.326
O 1.64 1.34 -2.39 -0.336
H 2.15 0.93 -1.69 0.377


Top of the stability list: arrangement two, leading by 0.0938 hartree.